Below is a cluster of 13 separate species, C37H89F6N12O14S2 in total in a non-equilibrium geometry, with properties calculated with ωB97M-V/def2-TZVPD.

Element x y z (Å)
S -5.3594 0.4844 1.0303
S -3.7781 0.3630 3.0644
F -7.3827 0.0084 -0.5464
F -1.6794 -0.3726 4.5827
F -2.0688 -1.6744 2.9205
F -3.3770 -1.6758 4.6879
F -5.7604 -1.3539 -0.8825
F -7.0162 -1.6042 0.8688
O 0.1348 -1.6047 0.1450
O -2.9218 4.1973 -0.9691
O -4.4092 -3.1856 1.4283
O -4.4785 1.1067 0.0594
O 2.4471 3.9846 -2.6483
O 1.5060 -3.5248 -4.1532
O -0.3094 2.3678 -5.2914
O 3.3783 0.6376 1.3825
O 3.8842 -2.8492 -1.7490
O -4.6985 0.8888 4.0511
O -2.8564 1.3267 2.4981
O 0.5647 -4.3518 0.1992
O -6.2494 1.3860 1.7166
O 2.0953 0.9537 6.6715
N 0.8659 3.9739 2.3106
N 0.3472 -5.2262 -2.3573
N -4.5040 -0.5517 2.0352
N -1.6900 3.9938 -4.4882
N -2.6966 -5.4929 1.2508
N -3.6551 4.6028 1.1570
N 1.3632 5.9275 -2.0763
N -0.1858 1.1184 -0.9803
N 1.5467 -0.2274 4.8376
N 5.3529 1.4909 0.6330
N 4.9912 -2.9117 0.2647
N 1.0260 -1.4331 -4.8867
C -3.9757 -6.1395 1.7426
C -0.0331 -1.4764 -1.2509
C -2.9546 -4.5708 0.0933
C -1.9518 -4.8102 2.3724
C 0.9026 -6.3802 1.4605
C 1.8816 -0.1204 6.1419
C -0.8993 2.2286 -1.7411
C -0.6911 -0.1726 -1.6194
C 4.8958 -3.0716 1.7133
C 0.9726 5.5391 -0.7359
C 4.5448 0.5025 1.0574
C 1.0203 7.2811 -2.4820
C 1.0703 -4.8583 1.3801
C -6.4661 -0.7269 0.0542
C -3.3284 -3.1566 0.5392
C -2.6338 -0.9464 3.8761
C -0.5524 1.2092 0.4815
C -2.8039 3.0818 -4.2557
C 1.3026 -1.4942 4.1655
C -1.7752 -6.5752 0.7573
C 6.2927 -3.2009 -0.2938
C 3.9086 -2.7890 -0.5351
C -1.9574 5.3728 -4.1135
C 1.3571 0.9184 3.9610
C 1.8821 4.2469 2.7705
C 2.0953 5.1245 -2.8865
C -2.5170 5.4168 1.5832
C -4.5519 4.2085 2.2288
C 4.7954 2.8196 0.4667
C 1.8514 -2.3703 -4.4159
C 1.6061 -0.1432 -5.2808
C -3.7808 4.1358 -0.0902
C 1.3176 1.2675 -1.0569
C -0.3977 -1.5854 -5.0450
C -0.5432 3.5358 -5.0281
C 6.6992 1.1839 0.1608
C 3.1689 4.5681 3.3417
H -0.6492 -1.9791 -6.0308
H 1.5239 8.0186 -1.8516
H -3.0569 3.0001 -3.2001
H 0.2863 -4.8513 -1.3779
H 3.8842 -2.8341 2.0352
H -1.9778 5.0023 2.4320
H 0.6796 -6.1708 -2.5036
H 0.2150 -2.5781 0.2852
H -1.9250 2.0409 -1.4436
H -2.0750 -4.4651 -0.5410
H 7.5128 1.4817 0.8259
H -0.8131 -2.2742 -4.3068
H -2.4744 2.1003 -4.5963
H 2.0886 0.8279 3.1524
H 1.5669 2.1975 -0.5541
H 6.7051 -4.0873 0.1951
H 0.6774 -4.4180 2.3158
H 0.2172 4.3259 -5.1425
H 1.5604 -2.3008 4.8541
H -2.6648 5.4399 -3.2948
H -4.4984 -2.2480 1.7443
H 0.3619 0.9989 3.5267
H 5.3994 3.5930 0.9413
H 0.9271 -1.5865 -1.7709
H 1.4936 6.1815 -0.0251
H -2.2679 5.8980 -5.0228
H -2.6369 -4.1047 2.8422
H 2.9114 -2.1015 -4.4285
H -0.1083 5.7067 -0.6729
H 0.2307 -1.5621 3.9790
H -1.5370 0.7789 0.6392
H -3.6278 -2.6224 -0.3697
H -4.2705 -6.7328 0.8784
H 1.6492 1.8248 4.4852
H 6.8520 1.6808 -0.7948
H 2.9856 -2.6787 0.0573
H 5.6331 -2.5408 2.3175
H -0.7055 -2.2987 -1.5256
H 4.5868 3.1176 -0.5645
H 1.4473 0.6677 -4.5655
H -0.9906 5.8096 -3.8531
H -4.1187 3.5050 2.9401
H -1.6985 -0.2228 -1.2042
H 1.8347 -1.5920 3.2198
H -2.9550 6.3418 1.9749
H -0.5883 2.2638 0.7493
H -5.0411 5.0341 2.7426
H 3.1554 5.6432 3.5409
H -3.7340 -5.0277 -0.5171
H 1.7705 0.4625 -0.4820
H -0.0509 7.4166 -2.3271
H 2.1415 -4.6293 1.5357
H 3.8080 2.8718 0.9243
H -0.5968 2.0739 -2.7742
H 6.9743 -2.3822 -0.0363
H 1.0432 4.4980 -0.4373
H 3.9884 4.4195 2.6406
H -3.6497 3.4163 -4.8576
H -2.3951 -2.6937 0.8776
H 0.2329 0.7086 1.0375
H -0.5622 -5.0861 -2.8067
H -0.1425 -6.6364 1.2569
H 1.1480 0.1957 -6.2091
H 1.2958 7.4920 -3.5119
H -1.5842 -5.5278 3.0994
H -1.9030 5.6834 0.7314
H -0.5057 3.1702 -1.3792
H 5.1068 -4.1228 1.9367
H -3.8238 -6.7407 2.6315
H 1.6044 1.2640 -2.1049
H 1.8891 -1.1173 6.6101
H 3.3813 4.0346 4.2652
H -5.2954 3.5940 1.7183
H 2.6822 -0.2270 -5.4099
H 1.2362 -6.7053 2.4476
H -0.8210 -6.1114 0.5125
H -2.2248 -7.0174 -0.1289
H 0.8584 -4.5460 -2.9615
H 5.0814 -0.4456 1.1895
H -0.5862 0.0091 -2.6867
H 6.8107 0.1033 0.0843
H -0.9668 -0.6694 -4.8880
H -1.1372 -4.1980 1.9796
H 1.4190 -6.9064 0.6539
H 2.4080 5.6731 -3.7916
H -1.6416 -7.2682 1.5837
H -4.7105 3.5614 -0.2205
H 6.2648 -3.3096 -1.3732
H -4.6969 -5.3361 1.8707

- total charge = +1
- E_HOMO (eV) = -10.4
- energy above the lowest of the compared OMol25 structures with the same formula, charge and spin (kcal per mole) = 0.0
- spin multiplicity = 1